The following is a quantum chemistry calculation of one molecule with the formula BrH4N2OP at a distorted geometry, from the Open Molecules 2025 dataset.

XYZ file:
```
9
Properties=species:S:1:pos:R:3:nbo_charge:R:1
N 0.31957 -1.03223 -1.39005 -1.294
N 0.31755 1.36066 0.33788 -1.186
O 0.00809 -1.08937 1.19840 -0.988
P -0.11894 -0.17197 -0.19577 2.003
Br -2.31782 0.20983 -0.11652 -0.278
H 0.14201 -0.71040 -2.34397 0.406
H -0.16085 1.60325 1.20271 0.415
H 1.22234 1.71755 0.33473 0.406
H 0.58804 -1.88731 0.97260 0.516
```

Summary:
Energy relative to the best compared isomer or geometry (same formula, charge and spin): 0.8 kcal per mole
HOMO-LUMO gap: 10.46 eV
2S+1: 1
SMILES: N=[P@](N)(O)Br

The following is a quantum chemistry calculation of C3H4O5 as an isolated structure at a distorted geometry, from the Open Molecules 2025 dataset.

XYZ file:
```
12
Properties=species:S:1:pos:R:3:nbo_charge:R:1
C -0.54990 -1.36987 -1.30514 0.964
O -0.03407 -0.19638 -1.69767 -0.498
C 0.67291 0.38706 -0.63650 -0.070
C 0.53291 -0.53103 0.50421 -0.253
O -0.25730 -1.60355 -0.03278 -0.487
O -1.26968 -2.05225 -1.98657 -0.644
H -0.37375 1.82344 0.38833 0.424
H 1.60523 0.87089 -0.93377 0.167
H 1.45772 -0.92978 0.94473 0.172
H -0.14529 0.20381 1.44424 0.345
O -0.85525 2.21933 1.15686 -0.544
O -0.78354 1.17833 2.15408 -0.577
```

Summary:
Energy relative to the best compared isomer or geometry (same formula, charge and spin): 0.0 kcal per mole
HOMO-LUMO gap (spin up / spin down): 6.70 / 7.50 eV
2S+1: 2
Charge: -1

The following is a quantum chemistry calculation of a 3-piece molecular cluster, C21H19F3O5S overall at a distorted geometry, from the Open Molecules 2025 dataset.

XYZ file:
```
49
Properties=species:S:1:pos:R:3:nbo_charge:R:1
O 5.45595 1.35828 3.37057 -0.502
C 4.36019 1.30476 2.56301 0.575
O 4.43191 0.32853 1.45731 -0.505
C 3.06446 -0.02499 0.97091 -0.113
C 2.74299 1.01737 -0.26284 -0.107
O 1.43142 0.82835 -0.90190 -0.533
C 0.35940 0.87006 0.10735 0.248
C 0.09883 2.12679 1.15372 -0.328
C -1.12643 2.03964 2.27411 -0.217
C -2.05684 0.65208 2.34350 -0.226
C -1.83051 -0.61761 1.31295 -0.215
C -0.61186 -0.46267 0.21403 -0.255
S 3.20552 -1.83767 0.40055 2.083
O 4.06208 -2.00950 -0.87653 -0.792
O 3.99751 -2.56410 1.55680 -0.813
F 1.69317 -2.63853 0.28631 -0.467
H 3.43450 2.04054 2.71418 0.188
H 2.35538 0.10669 1.90176 0.274
H 3.61263 0.93479 -1.07060 0.259
H 2.79392 2.10873 0.20466 0.201
H 0.78428 3.08219 1.09739 0.240
H -1.30304 2.95997 2.98935 0.264
H -2.91639 0.55667 3.13126 0.240
H -2.43926 -1.62324 1.32452 0.256
H -0.40643 -1.35592 -0.51523 0.246
F -2.40560 -6.39321 -2.66760 -0.322
C -1.12097 -6.32564 -2.29375 0.399
C -0.61017 -5.12444 -1.81431 -0.291
C 0.72600 -5.05499 -1.42011 -0.195
C 1.54012 -6.18592 -1.52016 -0.228
C 1.01941 -7.38566 -2.00740 -0.191
C -0.31952 -7.45769 -2.39094 -0.289
H -1.25534 -4.25423 -1.75155 0.220
H 1.13294 -4.12264 -1.03661 0.226
H 2.58339 -6.13010 -1.21677 0.221
H 1.65602 -8.26344 -2.08822 0.219
H -0.74295 -8.38456 -2.76345 0.228
F -2.06270 5.08682 2.05471 -0.331
C -2.58559 5.28774 0.83782 0.394
C -2.29761 4.39291 -0.18688 -0.294
C -2.84597 4.59887 -1.45276 -0.179
C -3.66827 5.70463 -1.68277 -0.231
C -3.94731 6.59990 -0.64906 -0.193
C -3.40787 6.38748 0.61938 -0.286
H -1.65012 3.54431 0.00828 0.238
H -2.63324 3.90079 -2.25861 0.219
H -4.09215 5.86734 -2.67142 0.217
H -4.58425 7.46206 -0.83151 0.220
H -3.62161 7.06843 1.43654 0.228
```

Summary:
HOMO-LUMO gap: 7.74 eV
2S+1: 1
SMILES: O=CO[C@@H](COc1ccccc1)S(=O)(=O)F.Fc1ccccc1.Fc1ccccc1

| no. | E_tot (a.u.) |
| --- | --- |
| 1 | -3102.576252 |
| 2 | -492.781946 |
| 3 | -1885.104075 |